(1)
Here is CH34O20S3 as an isolated structure at a distorted geometry from OMol25. Energies are from the ωB97M-V functional and the def2-TZVPD basis.

Geometry as XYZ:
```
58
Properties=species:S:1:pos:R:3:mulliken_charge:R:1
O 1.657 -1.787 1.618 -0.694
S 0.939 -0.589 1.261 0.707
O 1.567 -0.022 -0.118 0.001
S 2.588 1.332 0.088 -0.042
O -0.410 -1.163 0.503 -0.085
C -1.642 -0.723 1.077 -0.742
S -1.931 1.036 0.814 1.167
O -3.351 1.224 0.914 -0.674
O -1.154 1.864 1.700 -0.561
H 1.891 1.891 1.097 0.101
H -2.443 -1.260 0.579 0.362
H -1.675 -0.917 2.152 0.446
H -1.614 1.261 -0.484 0.096
O -1.473 2.990 -1.711 -0.592
H -1.001 3.756 -2.052 0.289
H -2.170 2.819 -2.367 0.350
O 4.594 -0.090 -1.917 -0.625
H 4.118 -0.754 -1.407 0.274
H 5.409 -0.542 -2.180 0.322
O -2.161 5.883 -0.817 -0.706
H -1.595 6.605 -0.520 0.336
H -1.878 5.121 -0.297 0.328
O -0.055 -4.247 0.689 -0.663
H 0.563 -4.541 0.011 0.289
H 0.287 -3.401 0.998 0.212
O -3.632 2.378 -3.524 -0.634
H -4.168 1.579 -3.520 0.290
H -4.163 3.040 -3.977 0.301
O -2.517 0.001 4.254 -0.618
H -2.064 0.482 3.558 0.258
H -2.338 0.521 5.049 0.358
O 6.240 -1.494 -3.906 -0.632
H 6.629 -0.793 -4.436 0.306
H 5.475 -1.791 -4.415 0.343
O 1.190 -2.581 -2.008 -0.615
H 0.733 -2.135 -2.729 0.302
H 0.683 -2.336 -1.225 0.290
O -1.229 0.020 6.859 -0.651
H -1.787 -0.696 7.178 0.323
H -0.371 -0.390 6.715 0.316
O 0.934 -4.256 3.792 -0.628
H 0.494 -4.873 3.199 0.316
H 1.224 -3.540 3.216 0.338
O 5.455 -3.352 -5.994 -0.615
H 5.712 -4.160 -5.536 0.329
H 6.179 -3.183 -6.603 0.285
O -2.696 -3.307 1.997 -0.568
H -3.268 -3.995 2.347 0.285
H -1.855 -3.747 1.816 0.361
O -2.379 3.185 4.150 -0.620
H -3.219 3.630 4.300 0.304
H -2.381 2.974 3.209 0.326
O 3.810 -3.490 -3.414 -0.611
H 3.085 -3.006 -2.998 0.307
H 3.513 -3.628 -4.319 0.311
O -4.144 8.173 -0.793 -0.625
H -3.555 7.411 -0.725 0.368
H -4.776 7.928 -1.475 0.308
```

Results
Kohn-Sham gap in eV: 9.854
E_LUMO in eV: -0.163

(2)
Here is a 18-piece molecular cluster, CH37O18 overall at a distorted geometry from OMol25. Energies are from the ωB97M-V functional and the def2-TZVPD basis.

Geometry as XYZ:
```
56
Properties=species:S:1:pos:R:3:mulliken_charge:R:1
C 0.186 -0.186 0.368 1.554
O -1.191 -0.041 0.227 0.238
H 0.339 -0.734 1.308 0.267
H 0.568 0.889 0.522 -1.230
H 0.745 -0.561 -0.531 -0.505
O 0.717 4.629 0.531 -0.654
H 0.202 3.829 0.719 0.437
H 0.066 5.266 0.791 0.268
O 2.413 -0.299 3.874 -0.649
H 1.579 -0.736 3.676 0.341
H 2.321 0.484 3.361 0.293
O 2.255 -2.124 0.876 -0.736
H 2.039 -2.621 0.115 0.497
H 2.157 -1.222 0.608 0.212
O -3.664 -0.359 -2.175 -0.724
H -2.723 -0.200 -2.155 0.220
H -3.803 -1.184 -1.692 0.309
O 2.759 -0.525 -1.888 -0.576
H 2.534 0.336 -2.238 0.316
H 2.183 -1.141 -2.342 0.333
O 3.200 0.730 1.174 -0.472
H 3.745 1.131 1.811 0.215
H 3.816 0.764 0.427 0.229
O -3.899 0.227 0.864 -0.643
H -4.425 0.722 0.288 0.288
H -3.045 0.112 0.446 0.291
O 1.125 2.151 2.734 -0.603
H 1.959 2.585 2.903 0.335
H 1.215 1.738 1.868 0.133
O -2.081 -0.855 2.688 -0.689
H -1.502 -0.824 1.939 0.143
H -2.923 -1.344 2.485 0.311
O 1.068 -3.548 -1.179 -0.665
H 0.744 -2.850 -1.761 0.436
H 1.844 -3.868 -1.638 0.289
O -0.962 0.459 -2.465 -1.093
H -0.273 1.096 -2.606 0.312
H -0.915 0.216 -1.510 0.467
O 2.114 2.509 -1.267 -0.598
H 2.908 2.998 -0.995 0.286
H 1.972 1.910 -0.557 0.238
O -1.940 -2.387 -0.637 -0.720
H -1.572 -2.858 0.077 0.448
H -1.857 -1.460 -0.287 0.060
O 0.644 -1.743 -3.068 -0.776
H 0.249 -2.437 -3.611 0.288
H 0.056 -1.017 -2.914 0.375
O -0.377 -3.343 1.440 -0.719
H -0.043 -4.134 1.011 0.296
H 0.382 -2.751 1.428 0.404
O -2.846 2.152 -1.362 -0.751
H -3.591 1.628 -1.779 0.383
H -2.065 1.704 -1.711 0.331
O -1.292 2.678 0.839 -0.719
H -1.084 1.734 0.757 0.259
H -2.026 2.675 0.215 0.418
```

Results
Kohn-Sham gap in eV: 8.145
Energy relative to the best compared isomer or geometry (same formula, charge and spin) in kJ/mol: 100.17
E_LUMO in eV: 2.169
Charge: -1

(3)
Here is CH3As2F12NiO5PY as an isolated structure at a distorted geometry from OMol25. Energies are from the ωB97M-V functional and the def2-TZVPD basis.

Geometry as XYZ:
```
26
Properties=species:S:1:pos:R:3:mulliken_charge:R:1
Y 0.874 0.005 1.229 1.176
Ni -0.609 0.693 -2.751 0.512
C 0.395 -1.972 -1.319 -0.748
O 0.283 -0.594 -1.095 -0.310
H 0.185 -2.221 -2.360 0.235
H 1.386 -2.229 -0.945 0.227
H -0.326 -2.536 -0.728 0.306
P 1.021 2.391 -3.556 0.710
O 0.839 1.928 -2.108 0.021
O -0.512 2.515 -3.488 -0.577
O 1.260 0.876 -3.541 -0.494
O 2.035 3.031 -2.596 -0.404
As -2.188 2.278 0.071 1.966
F -1.048 1.158 1.014 -0.466
F -1.937 1.253 -1.410 -0.434
F -3.163 3.498 -0.877 -0.493
F -2.314 3.238 1.633 -0.497
F -0.638 3.261 -0.269 -0.464
F -3.599 1.261 0.585 -0.463
As 1.164 -2.649 3.250 2.048
F 1.884 -0.967 3.139 -0.504
F 0.050 -1.847 2.035 -0.535
F 0.328 -4.164 3.251 -0.440
F 2.345 -3.184 4.457 -0.463
F 0.125 -1.937 4.520 -0.473
F 2.158 -3.085 1.857 -0.438
```

Results
Kohn-Sham gap (alpha / beta) in eV: 5.052 / 5.969
Spin multiplicity: 3
E_LUMO (alpha / beta) in eV: 1.309 / 1.158
Charge: -1

(4)
Here is a 2-piece molecular cluster, CH3BCl2O3 overall at a distorted geometry from OMol25. Energies are from the ωB97M-V functional and the def2-TZVPD basis.

Geometry as XYZ:
```
10
Properties=species:S:1:pos:R:3:mulliken_charge:R:1
B -0.806 -0.144 0.043 0.641
C -1.006 2.495 0.951 0.278
O -1.276 -1.453 -0.220 -0.525
O 0.548 0.111 -0.190 -0.564
O -1.755 0.665 0.426 -0.587
Cl -1.257 2.634 2.609 -0.053
Cl -1.855 3.550 -0.011 -0.041
H 0.038 2.251 0.701 0.246
H -2.230 -1.289 -0.272 0.299
H 0.938 -0.647 -0.771 0.307
```

Results
Kohn-Sham gap in eV: 9.811
Energy relative to the best compared isomer or geometry (same formula, charge and spin) in kJ/mol: 189.69
E_LUMO in eV: -0.740

(5)
Here is an isolated ion of composition CH3BNO4 and charge -1 at a distorted geometry from OMol25. Energies are from the ωB97M-V functional and the def2-TZVPD basis.

Geometry as XYZ:
```
10
Properties=species:S:1:pos:R:3:mulliken_charge:R:1
B 0.852 0.214 -0.156 0.333
C -1.836 -0.203 0.008 0.677
N 1.030 1.503 0.135 -0.547
O -2.257 0.852 -0.282 -0.468
O -2.088 -1.236 0.644 -0.641
O 1.968 -0.750 0.023 -0.726
O -0.309 -0.530 -0.693 -0.449
H 0.271 2.141 0.154 0.200
H 2.632 -0.540 0.655 0.278
H -0.261 -1.451 -0.486 0.342
```

Results
Kohn-Sham gap in eV: 7.667
Energy relative to the best compared isomer or geometry (same formula, charge and spin) in kJ/mol: 0.00
E_LUMO in eV: 3.722
Charge: -1

(6)
Here is one molecule with the formula CH3BO4 at a distorted geometry from OMol25. Energies are from the ωB97M-V functional and the def2-TZVPD basis.

Geometry as XYZ:
```
9
Properties=species:S:1:pos:R:3:mulliken_charge:R:1
B -0.130 0.174 0.616 0.698
C 0.861 0.173 -1.637 0.232
O 1.607 0.640 -2.418 -0.389
O -0.288 0.850 1.775 -0.488
O -0.761 -0.998 0.313 -0.508
O 0.725 0.737 -0.290 -0.401
H 0.203 -0.689 -1.767 0.304
H -0.906 0.492 2.414 0.287
H -1.312 -1.381 0.993 0.266
```

Results
Kohn-Sham gap in eV: 11.121
SMILES: O=COB(O)O
Energy relative to the best compared isomer or geometry (same formula, charge and spin) in kJ/mol: 14.06
E_LUMO in eV: 0.011

(7)
Here is a 2-piece molecular cluster, CH3Br2ClOSi overall at a distorted geometry from OMol25. Energies are from the ωB97M-V functional and the def2-TZVPD basis.

Geometry as XYZ:
```
9
Properties=species:S:1:pos:R:3:mulliken_charge:R:1
C -0.116 -0.421 0.124 -0.456
O 0.325 -1.581 0.625 -0.554
Si 2.731 -1.350 1.457 0.775
Cl 2.225 -2.334 3.072 -0.110
Br 4.063 -2.507 0.214 -0.140
Br 3.497 0.656 1.623 -0.116
H -0.199 0.436 0.897 0.201
H -1.020 -0.573 -0.505 0.246
H 0.739 -0.049 -0.568 0.153
```

Results
Kohn-Sham gap (alpha / beta) in eV: 7.502 / 7.502
Energy relative to the best compared isomer or geometry (same formula, charge and spin) in kJ/mol: 407.05
E_LUMO (alpha / beta) in eV: -1.276 / -1.276

(8)
Here is a 2-piece molecular cluster, CH3Br2P overall at a distorted geometry from OMol25. Energies are from the ωB97M-V functional and the def2-TZVPD basis.

Geometry as XYZ:
```
7
Properties=species:S:1:pos:R:3:mulliken_charge:R:1
C 0.189 0.549 -0.799 -0.620
P -1.014 1.224 0.452 0.186
Br 1.959 0.839 -0.275 -0.062
Br -2.870 0.275 0.014 -0.140
H -0.096 1.170 -1.720 0.330
H -0.091 -0.537 -1.091 0.325
H 0.644 0.098 2.206 -0.019
```

Results
Kohn-Sham gap (alpha / beta) in eV: 7.707 / 8.321
Energy relative to the best compared isomer or geometry (same formula, charge and spin) in kJ/mol: 453.72
E_LUMO (alpha / beta) in eV: -0.692 / -1.110

(9)
Here is CH3Br2PS as an isolated structure at a distorted geometry from OMol25. Energies are from the ωB97M-V functional and the def2-TZVPD basis.

Geometry as XYZ:
```
8
Properties=species:S:1:pos:R:3:mulliken_charge:R:1
C 1.264 1.324 -0.006 -0.715
P -2.095 -1.529 -0.722 0.167
S 1.289 -0.335 -0.483 -0.123
Br -1.941 -3.601 -0.144 -0.078
Br -2.154 -0.728 1.322 -0.088
H 0.655 1.845 -0.668 0.285
H 2.249 1.714 -0.259 0.313
H 0.733 1.311 0.959 0.240
```

Results
Kohn-Sham gap (alpha / beta) in eV: 7.575 / 6.634
Energy relative to the best compared isomer or geometry (same formula, charge and spin) in kJ/mol: 312.87
E_LUMO (alpha / beta) in eV: -1.501 / -1.728

(10)
Here is a 2-piece molecular cluster, CH3BrClN overall at a distorted geometry from OMol25. Energies are from the ωB97M-V functional and the def2-TZVPD basis.

Geometry as XYZ:
```
7
Properties=species:S:1:pos:R:3:mulliken_charge:R:1
C 0.641 1.495 -0.565 -0.140
N 0.303 0.720 0.362 -0.284
Cl -1.762 -2.618 0.084 -0.244
Br 1.282 -0.881 0.581 -0.062
H 1.423 1.452 -1.275 0.290
H -1.939 -2.712 1.339 0.238
H 0.052 2.544 -0.527 0.203
```

Results
Kohn-Sham gap in eV: 10.454
SMILES: C=NBr.Cl
Energy relative to the best compared isomer or geometry (same formula, charge and spin) in kJ/mol: 168.62
E_LUMO in eV: 0.506